(1)
Below is a molecular structure, C4H7NO, with properties calculated with ωB97M-V/def2-TZVPD.

Kohn-Sham gap (spin up / spin down) (eV): 8.07 / 7.69
ΔE to the lowest compared entry with this formula, charge and spin (kJ/mol): 482.3
LUMO energy (spin up / spin down) (eV): 0.329 / 0.249

Each line ends with the Mulliken charge.
Element x y z (Å)
1 C -1.741 0.380 -0.253  -0.771
2 N -0.333 0.091 -0.411  0.310
3 C 0.423 -1.024 -0.400  -0.410
4 C 1.692 -0.230 -0.149  -0.111
5 C 0.685 0.888 0.121  -0.565
6 O 0.422 0.958 1.483  -0.414
7 H -1.988 0.285 0.809  0.306
8 H -1.924 1.413 -0.559  0.279
9 H -2.354 -0.298 -0.847  0.297
10 H 0.266 -1.873 -1.065  0.261
11 H 0.232 -0.013 1.662  0.308
12 H 2.360 -0.397 0.695  0.251
13 H 2.260 -0.180 -1.086  0.258

(2)
Below is a molecular structure, FeI, with properties calculated with ωB97M-V/def2-TZVPD.

Kohn-Sham gap (spin up / spin down) (eV): 6.97 / 6.65
Multiplicity: 5
Total charge: +1
ΔE to the lowest compared entry with this formula, charge and spin (kJ/mol): 229.7
LUMO energy (spin up / spin down) (eV): -7.012 / -6.977
Expectation value of S²: 6.01

Each line ends with the Mulliken charge.
Element x y z (Å)
1 Fe 1.137 1.780 0.026  0.949
2 I -1.137 -1.780 -0.026  0.051

(3)
Below is 2 unconnected molecules or ions with the total composition C4H11NO2S2 at a distorted geometry, with properties calculated with ωB97M-V/def2-TZVPD.

Kohn-Sham gap (spin up / spin down) (eV): 8.33 / 8.33
ΔE to the lowest compared entry with this formula, charge and spin (kJ/mol): 329.7
LUMO energy (spin up / spin down) (eV): -0.296 / -0.297

Each line ends with the Mulliken charge.
Element x y z (Å)
1 C 0.464 0.674 2.450  -0.598
2 C -0.624 -0.987 -0.557  -0.092
3 C -0.170 -0.033 -1.714  -0.669
4 C 0.014 2.011 2.107  -0.052
5 N -2.063 -1.013 -0.440  -0.523
6 O 1.848 -1.459 -2.254  -0.514
7 O 2.061 -0.137 -0.215  -0.525
8 S -1.309 2.212 1.110  -0.259
9 S 1.664 0.119 -1.556  0.480
10 H 1.043 0.410 1.576  -0.017
11 H -0.574 0.090 2.485  0.294
12 H 1.071 0.802 3.286  0.398
13 H -0.357 -2.063 -0.772  0.302
14 H -0.060 -0.637 0.328  -0.120
15 H -0.548 0.897 -1.716  0.495
16 H -0.422 -0.439 -2.705  0.346
17 H 0.496 2.759 2.720  0.326
18 H -2.464 -0.133 -0.151  0.200
19 H -2.632 -1.435 -1.142  0.226
20 H 2.563 -1.637 -2.840  0.299

(4)
Below is C19H26NO5P in the gas phase at a distorted geometry, with properties calculated with ωB97M-V/def2-TZVPD.

Structure (SMILES): CCOP(=O)(OCC)[C@@H](Nc1ccccc1)c1cc(OC)ccc1OC
Kohn-Sham gap (eV): 8.48
ΔE to the lowest compared entry with this formula, charge and spin (kJ/mol): 0.0
LUMO energy (eV): 0.727

Each line ends with the Mulliken charge.
Element x y z (Å)
1 C 2.871 2.455 -2.294  -0.862
2 C 2.150 1.282 -2.935  -0.406
3 H 2.822 0.714 -3.584  0.362
4 H 1.300 1.640 -3.526  0.313
5 O 1.698 0.360 -1.947  -0.292
6 P 0.245 0.556 -1.299  1.308
7 O -0.227 1.943 -1.204  -0.837
8 O -0.685 -0.356 -2.254  -0.400
9 C -1.974 0.085 -2.654  -0.354
10 C -3.063 -0.779 -2.039  -0.811
11 H -2.884 -1.824 -2.279  0.240
12 H -3.070 -0.665 -0.959  0.063
13 H -4.029 -0.483 -2.438  0.451
14 H -2.100 1.133 -2.362  0.329
15 H -2.005 0.012 -3.746  0.342
16 C 0.493 -0.344 0.308  -0.354
17 N 1.233 0.522 1.186  -0.180
18 C 2.580 0.782 0.986  0.827
19 C 3.471 -0.177 0.507  -0.124
20 C 4.817 0.114 0.395  -0.792
21 C 5.310 1.354 0.764  -0.537
22 C 4.435 2.308 1.258  -0.656
23 C 3.088 2.027 1.366  -0.482
24 H 2.408 2.779 1.743  0.386
25 H 4.803 3.280 1.551  0.358
26 H 6.362 1.575 0.670  0.386
27 H 5.491 -0.640 0.013  0.369
28 H 3.118 -1.154 0.216  0.313
29 H 0.710 1.363 1.403  0.223
30 C -0.853 -0.692 0.865  0.066
31 C -1.743 0.303 1.217  0.084
32 C -3.007 0.003 1.728  -0.484
33 C -3.370 -1.327 1.873  -0.814
34 C -2.488 -2.335 1.508  -0.868
35 C -1.231 -2.039 1.004  0.900
36 O -0.311 -2.973 0.621  -0.405
37 C -0.648 -4.333 0.736  -1.024
38 H -1.516 -4.587 0.120  0.381
39 H -0.844 -4.613 1.776  0.382
40 H 0.221 -4.881 0.374  0.253
41 H -2.806 -3.358 1.630  0.408
42 H -4.336 -1.606 2.263  0.424
43 O -3.793 1.073 2.040  -0.424
44 C -5.080 0.830 2.550  -0.890
45 H -5.042 0.281 3.497  0.343
46 H -5.519 1.811 2.722  0.266
47 H -5.700 0.278 1.835  0.346
48 H -1.484 1.342 1.086  0.355
49 H 1.053 -1.258 0.117  0.736
50 H 3.257 3.118 -3.064  0.457
51 H 3.693 2.097 -1.679  0.070
52 H 2.177 3.003 -1.662  0.257

(5)
Below is 13 unconnected molecules or ions with the total composition C14H54O20 at a distorted geometry, with properties calculated with ωB97M-V/def2-TZVPD.

Kohn-Sham gap (eV): 9.12
ΔE to the lowest compared entry with this formula, charge and spin (kJ/mol): 181.9
LUMO energy (eV): -0.017

Each line ends with the Mulliken charge.
Element x y z (Å)
1 C -2.428 1.218 3.811  -0.204
2 C -1.250 1.678 4.664  -0.638
3 O -0.051 1.482 3.973  -0.408
4 O -2.559 1.918 2.584  -0.473
5 H -3.348 1.327 4.384  0.404
6 H -2.311 0.171 3.531  0.081
7 H -1.223 1.146 5.616  0.326
8 H -1.365 2.753 4.802  0.397
9 H 0.525 2.228 4.155  0.233
10 H -3.205 1.419 2.079  0.279
11 C 3.955 -0.165 -3.985  -0.499
12 C 2.795 0.091 -3.036  0.324
13 O 1.876 -0.962 -3.082  -0.707
14 O 3.570 -0.035 -5.405  -0.616
15 H 4.307 -1.195 -4.034  0.205
16 H 4.892 0.352 -3.780  0.394
17 H 2.364 1.052 -3.319  0.240
18 H 3.220 0.006 -2.036  -0.233
19 H 1.510 -0.961 -2.195  0.103
20 H 2.635 -0.233 -5.485  0.306
21 C 5.185 -2.899 0.626  -0.479
22 C 4.495 -1.964 -0.436  0.577
23 O 5.321 -1.423 -1.404  -0.572
24 O 5.961 -2.145 1.547  -0.585
25 H 5.747 -3.672 0.102  0.382
26 H 4.423 -3.461 1.166  0.259
27 H 4.050 -1.112 0.078  -0.686
28 H 3.711 -2.588 -0.865  0.307
29 H 5.504 -2.111 -2.047  0.397
30 H 5.486 -1.613 2.189  0.335
31 C -5.387 2.540 0.379  -0.417
32 C -4.374 1.457 -0.104  -0.129
33 O -4.270 0.449 0.819  -0.770
34 O -6.690 2.019 0.694  -0.511
35 H -5.479 3.358 -0.335  0.431
36 H -4.785 2.958 1.185  0.183
37 H -3.331 1.714 -0.287  0.201
38 H -4.717 0.965 -1.015  0.237
39 H -5.041 -0.113 0.713  0.362
40 H -6.418 1.402 1.378  0.345
41 C -0.757 -0.373 -0.001  1.346
42 C -0.130 -1.681 -0.437  -1.163
43 O 1.307 -1.607 -0.266  0.412
44 O -0.491 -0.109 1.335  1.478
45 H -1.837 -0.498 -0.069  -0.369
46 H -0.538 0.493 -0.627  -0.702
47 H -0.250 -1.868 -1.504  0.585
48 H -0.690 -2.489 0.035  0.271
49 H 1.557 -1.421 0.642  -0.004
50 H -0.683 0.817 1.501  -0.688
51 C 0.884 3.790 1.682  -1.007
52 C 2.222 3.082 1.241  -0.262
53 O 2.127 2.050 0.221  -0.431
54 O 0.470 4.803 0.778  -0.632
55 H 1.119 4.319 2.606  0.433
56 H -0.001 3.174 1.840  0.449
57 H 2.699 2.677 2.134  0.305
58 H 2.958 3.863 1.054  0.464
59 H 3.028 1.788 0.018  0.145
60 H 0.054 4.379 0.024  0.608
61 C -4.080 -2.499 -2.439  -0.183
62 C -3.423 -1.845 -3.662  -0.427
63 O -3.287 -0.480 -3.713  -0.544
64 O -5.551 -2.467 -2.621  -0.524
65 H -3.688 -2.050 -1.527  -0.082
66 H -3.747 -3.517 -2.239  0.435
67 H -3.913 -2.172 -4.579  0.302
68 H -2.521 -2.453 -3.727  0.369
69 H -4.110 -0.091 -4.018  0.250
70 H -5.830 -3.381 -2.717  0.318
71 O 4.105 0.105 2.293  -0.650
72 H 3.837 0.415 3.158  0.286
73 H 3.352 -0.391 1.972  0.403
74 O -1.013 0.922 -3.131  -0.467
75 H -0.644 1.353 -3.902  0.291
76 H -1.807 0.494 -3.453  0.301
77 O -1.461 -2.428 3.107  -0.721
78 H -1.488 -1.665 2.529  0.259
79 H -0.610 -2.829 2.936  0.338
80 O -0.287 3.214 -1.026  -0.796
81 H 0.444 2.800 -0.567  0.349
82 H -0.651 2.518 -1.574  0.298
83 O 1.596 -1.351 2.414  -0.848
84 H 1.836 -0.774 3.139  0.235
85 H 0.804 -0.958 2.047  0.244
86 O 2.227 -4.471 0.396  -0.667
87 H 1.945 -3.677 -0.058  0.300
88 H 1.616 -4.560 1.127  0.315

(6)
Below is 2 unconnected molecules or ions with the total composition C3H11NO3 at a distorted geometry, with properties calculated with ωB97M-V/def2-TZVPD.

Structure (SMILES): NC(CO)CO.O
Kohn-Sham gap (eV): 9.84
ΔE to the lowest compared entry with this formula, charge and spin (kJ/mol): 225.7
LUMO energy (eV): 0.652

Each line ends with the Mulliken charge.
Element x y z (Å)
1 C 0.873 0.445 1.382  -0.638
2 O 0.169 -0.332 2.336  -0.485
3 C 0.422 0.070 -0.034  0.634
4 C 1.086 1.036 -0.983  -0.936
5 O 0.679 0.907 -2.365  -0.516
6 N 0.547 -1.351 -0.328  -0.604
7 H 0.917 1.549 1.479  0.282
8 H 1.962 0.028 1.247  0.303
9 H -0.716 0.058 2.413  0.329
10 H -0.626 0.421 -0.018  0.091
11 H 2.151 0.752 -0.966  0.305
12 H 0.994 2.047 -0.635  0.464
13 H 0.582 1.803 -2.696  0.321
14 H -0.205 -1.772 0.214  0.235
15 H 0.615 -1.716 -1.262  0.228
16 H -2.217 -1.054 0.275  0.304
17 H -3.694 -1.383 -0.003  0.302
18 O -3.063 -0.659 0.051  -0.618

no.,E (eV)
1,-7794.6458
2,-42476.3611
3,-31579.0084
4,-41143.1978
5,-56339.1296
6,-10920.6661